DFT (ωB97M-V/def2-TZVPD) results for a structure of composition C48H49MgN10O4S.

Each line ends with the Mulliken charge.
Element x y z (Å)
Mg 1.75854 0.80381 0.42389  3.573
C 4.70401 -5.69723 2.14993  -1.647
C 3.95441 -4.54246 1.53510  0.504
C 3.57200 -4.54428 0.19478  -1.313
C 2.93597 -3.46255 -0.37594  -0.604
C 2.59673 -2.29509 0.35188  0.902
N 1.97559 -1.22006 -0.21308  0.430
C 1.32719 -1.41189 -1.43585  -0.840
C 0.30918 -2.36044 -1.60517  0.466
C -0.41750 -2.46030 -2.77665  -0.906
C -0.18701 -1.59635 -3.84372  0.447
C -1.03863 -1.61966 -5.08631  -1.844
C 0.83509 -0.67101 -3.70467  -0.347
C 1.59709 -0.60135 -2.54607  -0.339
N 2.69097 0.30947 -2.51313  0.199
C 3.51776 0.57662 -3.54937  -0.291
C 4.39583 1.54428 -3.12854  -1.312
C 4.02509 1.80709 -1.80206  -0.396
N 2.99652 1.05423 -1.43433  0.247
C 2.99429 -2.31318 1.71092  -0.325
C 3.66660 -3.40106 2.26006  -0.472
N 2.69370 -1.23271 2.59266  0.291
C 2.37772 -1.34983 3.90400  -0.103
C 2.32597 -0.08212 4.42862  -1.483
C 2.61864 0.76761 3.35043  -0.114
N 2.84098 0.05976 2.24486  -0.452
H 4.33977 -6.65056 1.76446  0.392
H 5.77315 -5.63989 1.92985  0.296
H 4.58977 -5.70687 3.23422  0.369
H 3.79961 -5.40704 -0.42338  0.379
H 2.68456 -3.49964 -1.42750  0.467
H 0.08570 -3.01844 -0.77331  0.307
H -1.20243 -3.20702 -2.85633  0.483
H -1.59825 -2.55255 -5.16020  0.390
H -1.75598 -0.79551 -5.08108  0.302
H -0.43085 -1.51693 -5.98601  0.434
H 1.02818 0.04004 -4.50134  0.554
H 3.42394 0.05371 -4.48486  0.515
H 5.19301 1.99276 -3.69505  0.441
H 4.44212 2.52247 -1.11674  0.234
H 3.98833 -3.33406 3.29419  0.539
H 2.20002 -2.31276 4.35125  0.467
H 2.07896 0.19503 5.43908  0.470
H 2.62513 1.84646 3.30518  0.359
C 4.57447 2.60551 1.37464  -1.573
C 3.24967 3.30934 1.50531  0.287
C 3.04899 4.53759 2.10968  -1.044
C 1.65843 4.77349 2.08701  -1.163
C 1.07709 3.67965 1.46976  0.218
C -0.38948 3.51408 1.18855  -0.698
N 2.04405 2.77300 1.10205  1.143
H 5.27129 3.15287 0.73291  0.424
H 4.45611 1.59804 0.97811  0.172
H 5.06336 2.50442 2.34753  0.292
H 3.81713 5.17517 2.52576  0.493
H 1.13209 5.63834 2.46685  0.522
H -0.97874 3.90266 2.02079  0.496
H -0.65190 2.46861 1.04786  -0.365
H -0.69694 4.05852 0.28984  0.252
C -3.64077 -2.73153 6.01917  -1.536
C -2.76883 -2.21712 4.90738  0.721
C -2.55460 -0.85768 4.73332  -1.238
C -1.73763 -0.36118 3.72424  0.769
C -1.56268 1.12721 3.60731  -1.036
C -1.11701 -1.27337 2.85113  0.166
C -0.22757 -0.84410 1.77688  0.686
O 0.12725 0.31297 1.57909  -0.400
C -1.33312 -2.65755 3.00649  0.816
C -0.70790 -3.67545 2.08070  -0.726
C -2.14880 -3.10341 4.03109  -1.046
H -4.17611 -1.91898 6.50829  0.384
H -3.03807 -3.24343 6.77252  0.299
H -4.37138 -3.44855 5.64202  0.355
H -3.03885 -0.15663 5.40454  0.326
H -2.13210 1.63244 4.38651  0.434
H -1.90080 1.48434 2.63438  0.126
H -0.51293 1.41074 3.68584  0.143
H 0.16808 -1.63011 1.13248  -0.635
H 0.38276 -3.61493 2.06551  -0.020
H -1.06227 -3.52805 1.05747  -0.026
H -0.98268 -4.68226 2.39269  0.479
H -2.31380 -4.16949 4.15121  0.412
O -7.22756 4.80728 -4.39963  -0.684
S -6.39029 3.66732 -4.09636  1.195
O -6.49087 3.18255 -2.73422  -0.675
O -6.36645 2.62400 -5.11565  -0.699
C -4.67419 4.26894 -4.25074  0.067
N -4.41108 5.18795 -5.18262  -0.507
C -3.13534 5.50112 -5.35352  -0.340
C -2.10875 4.91862 -4.62539  -0.666
C -2.49015 3.99961 -3.65925  0.192
N -3.76876 3.68573 -3.47564  -0.281
C -1.52307 3.25351 -2.81593  1.172
C -1.94193 2.10370 -2.16178  -0.833
C -1.02921 1.38683 -1.41749  0.254
N 0.25862 1.71440 -1.30106  1.251
C 0.65500 2.84244 -1.89520  -1.014
C -0.19424 3.63742 -2.64866  -1.313
H -2.92123 6.24450 -6.11582  0.408
H -1.07453 5.16731 -4.81773  0.340
H -2.97837 1.80162 -2.23777  0.775
H -1.32406 0.48273 -0.90262  -0.780
H 1.68571 3.13470 -1.74712  0.240
H 0.19044 4.54751 -3.08946  0.369
C -4.52130 -3.46705 -1.48056  -1.232
C -4.22696 -1.97262 -1.64267  -0.433
C -3.18228 -1.52798 -0.72546  0.261
N -2.36252 -1.17472 -0.00359  -0.304
H -5.33495 -3.75764 -2.14294  0.370
H -4.81138 -3.69524 -0.45582  0.339
H -3.64253 -4.06186 -1.72978  0.302
H -5.11808 -1.37176 -1.45877  0.447
H -3.89691 -1.74654 -2.65829  0.206

Summary:
Kohn-Sham gap: 6.2 eV
Lowest unoccupied orbital energy: 1.586 eV
Maximum force: 0.8 eV/A
Total charge: -1
Multiplicity: 1

***

DFT (ωB97M-V/def2-TZVPD) results for a structure of composition C24H39BF2GeN3SScSi3.

Each line ends with the Mulliken spin population.
Element x y z (Å)
Sc -0.31383 0.65984 0.80043  0.312
C 2.83940 4.03124 1.26087  -0.003
Si 3.28352 2.38686 2.01092  0.000
C 2.46081 2.22895 3.67825  0.000
C 5.13971 2.33155 2.14167  0.037
Ge 2.52331 0.48723 0.66135  0.494
Si 3.41876 -1.60487 1.53649  0.012
C 3.07546 -3.09455 0.48100  -0.001
C 2.72392 -1.79152 3.25351  0.002
C 5.26647 -1.36050 1.54804  0.045
Si 3.15495 0.86111 -1.62580  -0.031
C 2.31418 2.38177 -2.29486  0.002
C 5.00615 0.98614 -1.75680  0.028
C 2.53671 -0.59117 -2.64376  0.003
H 3.15642 4.82215 1.94736  0.000
H 1.77447 4.16765 1.09626  0.001
H 3.34602 4.19399 0.30680  0.001
H 2.67500 3.10111 4.30181  -0.001
H 2.79519 1.34173 4.21950  0.002
H 1.37441 2.16984 3.56893  -0.001
H 5.46337 3.17908 2.75286  0.006
H 5.60941 2.42430 1.16044  -0.003
H 5.51007 1.42119 2.60841  -0.004
H 2.01825 -3.34616 0.43271  -0.001
H 3.61001 -3.94957 0.90657  0.000
H 3.44481 -2.94472 -0.53595  0.000
H 1.63191 -1.74286 3.24502  -0.001
H 3.09343 -1.00085 3.90930  0.001
H 3.00607 -2.75145 3.69496  -0.001
H 5.64771 -1.22053 0.53456  -0.005
H 5.73634 -2.25941 1.95930  0.005
H 5.58440 -0.51163 2.14865  -0.007
H 2.66256 3.29613 -1.80987  -0.001
H 1.23200 2.33739 -2.15411  0.002
H 2.51341 2.47711 -3.36639  -0.001
H 5.39504 1.84308 -1.20295  -0.001
H 5.28308 1.10859 -2.80751  0.004
H 5.49999 0.08980 -1.37735  -0.003
H 1.44071 -0.59872 -2.62280  -0.001
H 2.90116 -1.55000 -2.26885  0.001
H 2.85055 -0.49182 -3.68685  -0.001
F -0.26501 3.68914 -0.57721  0.011
B -0.24311 2.95403 0.53279  0.038
F -0.55277 3.62276 1.65636  0.001
C -1.54694 -2.18864 -4.46965  0.000
C -2.08730 -2.29818 -3.08352  -0.001
C -3.40491 -2.44687 -2.75525  0.000
C -3.74334 -2.55596 -1.39784  -0.001
N -2.83708 -2.41812 -0.43024  0.000
C -1.57259 -2.21950 -0.75029  0.002
S -0.32918 -2.00787 0.43366  0.009
N -1.20279 -2.22568 -2.06103  0.002
C -5.14291 -2.82643 -0.96025  0.000
H -2.33305 -2.34932 -5.20171  0.000
H -0.75395 -2.92004 -4.63602  0.000
H -1.12178 -1.19507 -4.62671  0.000
H -4.15892 -2.49953 -3.52684  0.000
H -0.21007 -2.15741 -2.25506  0.001
H -5.82424 -2.92681 -1.80158  0.000
H -5.47856 -2.01773 -0.30718  0.000
H -5.16071 -3.74015 -0.36389  0.000
N -10.45411 0.33109 0.92352  0.000
C -9.30767 0.38101 0.87320  0.000
C -7.86629 0.44298 0.80992  -0.001
C -7.10118 -0.13138 1.82188  0.001
C -5.72157 -0.06084 1.76465  -0.001
C -5.09414 0.58895 0.69868  0.007
C -5.86950 1.15989 -0.31400  -0.001
C -7.24902 1.08532 -0.26073  0.001
C -3.66224 0.66110 0.64059  0.040
C -2.44466 0.69696 0.59940  0.000
H -7.59229 -0.63126 2.64559  0.000
H -5.11740 -0.50801 2.54193  0.000
H -5.38135 1.67143 -1.13234  0.000
H -7.85465 1.52260 -1.04290  0.000

Summary:
Kohn-Sham gap (alpha / beta): 7.5 / 5.9 eV
Lowest unoccupied orbital energy (alpha / beta): -3.540 / -5.172 eV
Maximum force: 1.5 eV/A
Total charge: +1
Multiplicity: 2

***

DFT (ωB97M-V/def2-TZVPD) results for a structure of composition C14H40AgO8S6.

Each line ends with the Mulliken charge.
Element x y z (Å)
Ag -3.08093 -1.97050 -4.54174  0.216
O 0.33665 -0.08329 -1.78319  -0.754
C -0.69815 -0.60926 -1.10286  0.772
C -1.94587 -1.18261 -1.85261  0.128
O -2.57705 -0.46763 -2.90364  -0.714
H -1.12113 0.16944 -0.39966  -0.332
H -0.43999 -1.41655 -0.36671  -0.313
H -2.75487 -1.48760 -1.15958  0.310
H -1.58220 -2.14365 -2.26052  -0.130
C 4.74316 -0.86018 3.00898  -0.871
S 3.12947 -1.66177 3.10079  0.575
O 2.25787 -0.87654 4.03044  -0.651
C 2.53061 -1.32470 1.45567  -0.139
H 4.70661 0.15847 2.61787  0.134
H 5.35248 -1.39999 2.28552  0.345
H 5.05226 -0.84496 4.05165  0.373
H 3.13994 -1.86774 0.72925  0.301
H 2.41035 -0.28666 1.15087  -0.049
H 1.53405 -1.75589 1.33230  -0.042
C 3.49220 1.63640 -1.69511  -0.522
S 3.76610 1.79088 0.07115  0.783
O 5.12772 1.24470 0.37888  -0.678
C 3.98862 3.58039 0.17564  -1.046
H 3.55604 0.57529 -1.91131  -0.084
H 4.24848 2.20114 -2.24001  0.447
H 2.47477 1.98594 -1.88165  0.239
H 3.09946 4.08131 -0.21405  0.251
H 4.73022 3.82092 -0.59264  0.320
H 4.32516 3.90139 1.15348  0.344
C 0.90875 -3.01777 -3.44539  -0.941
S 1.88986 -3.46291 -2.02625  0.628
O 2.48936 -4.79219 -2.35662  -0.743
C 3.10730 -2.14034 -2.17928  -0.795
H 1.35081 -3.44252 -4.35053  0.394
H 0.80316 -1.93536 -3.56351  0.273
H -0.09733 -3.42707 -3.38089  0.259
H 4.07083 -2.44670 -1.77160  0.424
H 2.65752 -1.30461 -1.64044  -0.078
H 3.30045 -1.93849 -3.23420  0.473
C -5.06855 0.72837 -0.30612  -0.890
S -6.48045 1.71978 0.20869  0.412
O -5.80199 2.83487 0.94697  -0.614
C -6.84799 2.41655 -1.40770  -0.855
H -4.37088 1.25721 -0.95765  0.168
H -5.43475 -0.18509 -0.77717  0.435
H -4.47957 0.47451 0.57454  0.398
H -7.74165 3.03583 -1.38964  0.337
H -6.96965 1.62808 -2.15453  0.350
H -5.98621 2.99841 -1.73712  0.234
C -0.11186 -3.10637 5.23854  -0.929
S 0.02125 -3.61141 3.50831  0.506
O -0.47892 -4.99876 3.32810  -0.677
C -1.27723 -2.52446 2.88573  -0.986
H 0.29103 -2.09768 5.33333  0.308
H 0.38328 -3.83691 5.87303  0.330
H -1.15515 -3.03386 5.55852  0.338
H -1.45994 -2.81063 1.84802  0.259
H -0.99035 -1.47596 2.78591  0.347
H -2.18700 -2.63693 3.47340  0.453
C -0.12368 3.76135 -0.80678  -0.819
S -1.75696 4.17681 -1.46361  0.415
O -2.06121 3.25485 -2.57973  -0.545
C -2.54925 3.55385 0.01666  -0.857
H 0.62560 4.11143 -1.50985  0.349
H -0.10017 2.69922 -0.54851  0.126
H -0.06503 4.26061 0.16320  0.413
H -2.35521 2.50532 0.24444  0.180
H -3.60908 3.79900 0.08891  0.304
H -2.14119 4.10319 0.87363  0.402

Summary:
Kohn-Sham gap: 4.1 eV
Lowest unoccupied orbital energy: 0.662 eV
Maximum force: 2.0 eV/A
Total charge: -1
Multiplicity: 1